No. 1
Below is 3 unconnected molecules or ions with the total composition C20H31O9P in a non-equilibrium geometry, with properties calculated with ωB97M-V/def2-TZVPD.

Output
* SMILES string: CCCOO[P@@](=O)(O)OCCCc1ccccc1.O=C1CCCO1.O=C1CCCO1
* spin multiplicity: 1
* E_tot: -1798.98620 Ha
* max |F|: 0.1209 hartree/bohr
* net charge: 0
* LUMO: 0.494 eV
* HOMO-LUMO gap: 8.8397 eV
* HOMO energy: -0.3067 hartree

CARTESIAN COORDINATES (ANGSTROEM)
C (1.62, 4.01, 1.59)
C (-0.01, 4.12, 1.65)
C (-0.56, 2.59, 1.62)
O (-1.90, 2.47, 1.03)
O (-1.87, 1.31, 0.32)
P (-1.70, 1.63, -1.38)
O (-3.15, 1.67, -1.93)
O (-0.97, 3.13, -1.71)
O (-0.94, 0.33, -2.20)
C (0.42, 0.65, -2.59)
C (1.28, -0.65, -3.05)
C (2.00, -1.38, -1.78)
C (0.81, -1.89, -0.82)
C (0.62, -1.18, 0.54)
C (-0.57, -1.65, 1.43)
C (-1.48, -2.81, 0.89)
C (-1.26, -3.52, -0.47)
C (-0.08, -3.05, -1.36)
H (1.93, 4.28, 0.51)
H (1.91, 2.91, 1.80)
H (2.05, 4.73, 2.36)
H (-0.42, 4.71, 0.76)
H (-0.31, 4.67, 2.61)
H (0.14, 1.93, 0.97)
H (-0.50, 2.15, 2.68)
H (-0.23, 3.32, -1.06)
H (0.34, 1.33, -3.52)
H (1.02, 1.24, -1.79)
H (0.51, -1.40, -3.48)
H (2.02, -0.39, -3.88)
H (2.64, -2.26, -2.19)
H (2.69, -0.63, -1.24)
H (1.32, -0.33, 0.84)
H (-0.76, -1.13, 2.43)
H (-2.38, -3.16, 1.51)
H (-1.92, -4.35, -0.90)
H (0.16, -3.47, -2.39)
O (4.14, -2.73, -4.03)
C (4.30, -3.82, -3.54)
O (3.32, -4.55, -2.97)
C (3.88, -5.74, -2.40)
C (5.18, -5.96, -3.13)
C (5.62, -4.54, -3.44)
H (4.03, -5.58, -1.32)
H (3.19, -6.58, -2.53)
H (5.91, -6.53, -2.55)
H (4.99, -6.50, -4.06)
H (6.20, -4.11, -2.62)
H (6.17, -4.49, -4.38)
O (-2.39, 3.92, 3.90)
C (-3.57, 3.76, 4.09)
O (-4.29, 4.46, 5.01)
C (-5.62, 3.96, 5.05)
C (-5.83, 3.27, 3.72)
C (-4.44, 2.76, 3.40)
H (-5.71, 3.26, 5.89)
H (-6.32, 4.78, 5.20)
H (-6.59, 2.49, 3.75)
H (-6.13, 4.00, 2.97)
H (-4.26, 1.77, 3.83)
H (-4.26, 2.74, 2.32)


No. 2
Below is a molecular structure, C19H32ClF5N2OsSeSi2, with properties calculated with ωB97M-V/def2-TZVPD.

Output
* spin multiplicity: 1
* E_tot: -4882.76154 Ha
* max |F|: 0.0091 hartree/bohr
* net charge: +2
* LUMO: -7.066 eV
* HOMO-LUMO gap: 7.4318 eV
* HOMO energy: -0.5328 hartree

CARTESIAN COORDINATES (ANGSTROEM)
Os (-1.10, 0.35, 0.06)
C (0.36, 0.09, 4.25)
C (0.20, -0.18, 2.74)
N (-0.66, 0.86, 2.09)
C (-1.93, 0.97, 2.89)
C (-1.65, 1.49, 4.31)
N (-0.17, 1.46, 4.53)
C (0.49, 2.47, 3.64)
C (0.05, 2.18, 2.19)
H (1.40, 0.07, 4.55)
H (-0.20, -0.61, 4.86)
H (-0.28, -1.15, 2.58)
H (1.16, -0.20, 2.24)
H (-2.38, -0.02, 2.92)
H (-2.60, 1.64, 2.35)
H (-2.12, 0.87, 5.06)
H (-1.99, 2.52, 4.45)
H (0.02, 1.70, 5.51)
H (1.56, 2.38, 3.78)
H (0.17, 3.46, 3.97)
H (0.91, 2.15, 1.53)
H (-0.63, 2.95, 1.83)
F (-3.33, -3.79, -4.81)
C (-3.10, -3.31, -3.62)
C (-3.28, -4.10, -2.49)
F (-3.71, -5.34, -2.62)
C (-3.03, -3.58, -1.23)
F (-3.24, -4.34, -0.16)
C (-2.59, -2.28, -1.08)
Se (-2.36, -1.51, 0.67)
C (-2.40, -1.53, -2.21)
F (-1.86, -0.26, -2.07)
C (-2.64, -2.00, -3.48)
F (-2.41, -1.24, -4.54)
Cl (-2.22, 2.24, -0.33)
C (2.98, 1.54, -2.22)
Si (1.22, 1.80, -1.68)
C (0.10, 1.86, -3.15)
C (1.21, 3.42, -0.75)
C (0.82, 0.30, -0.41)
Si (1.59, -1.36, -1.18)
C (1.07, -1.61, -2.95)
C (3.44, -1.39, -1.00)
C (1.02, -2.72, -0.03)
H (3.32, 2.47, -2.69)
H (3.07, 0.75, -2.97)
H (3.66, 1.32, -1.39)
H (0.06, 2.90, -3.49)
H (-0.93, 1.55, -2.99)
H (0.51, 1.27, -3.97)
H (1.52, 4.19, -1.46)
H (1.95, 3.44, 0.06)
H (0.23, 3.72, -0.36)
H (1.50, 0.46, 0.44)
H (1.76, -1.10, -3.62)
H (0.08, -1.25, -3.18)
H (1.12, -2.68, -3.18)
H (3.99, -0.95, -1.82)
H (3.71, -2.45, -0.93)
H (3.78, -0.91, -0.07)
H (0.02, -2.51, 0.32)
H (1.68, -2.75, 0.84)
H (1.07, -3.71, -0.49)


No. 3
Below is 2 unconnected molecules or ions with the total composition C3H9NS in a non-equilibrium geometry, with properties calculated with ωB97M-V/def2-TZVPD.

Output
* spin multiplicity: 1
* E_tot: -572.46310 Ha
* max |F|: 0.1058 hartree/bohr
* net charge: 0
* LUMO: -1.809 eV
* HOMO-LUMO gap: 6.5284 eV
* HOMO energy: -0.3064 hartree

CARTESIAN COORDINATES (ANGSTROEM)
C (1.36, -0.50, -0.21)
C (0.01, 0.27, -0.06)
C (-1.13, -0.67, -0.03)
S (-2.62, 0.20, -0.36)
N (0.31, 1.24, 0.96)
H (1.23, -1.31, -0.92)
H (2.13, 0.20, -0.56)
H (1.61, -0.90, 0.77)
H (-0.11, 0.75, -1.10)
H (-1.35, -1.11, 0.95)
H (-0.79, -1.53, -0.62)
H (-0.68, 0.84, -1.92)
H (-0.53, 1.74, 1.26)
H (0.55, 0.77, 1.83)


No. 4
Below is a molecular structure, C3H4F8K2N4O19S8 in a non-equilibrium geometry, with properties calculated with ωB97M-V/def2-TZVPD.

Output
* spin multiplicity: 1
* E_tot: -6949.57476 Ha
* max |F|: 0.1219 hartree/bohr
* net charge: -2
* LUMO: -0.217 eV
* HOMO-LUMO gap: 3.0125 eV
* HOMO energy: -0.1187 hartree

CARTESIAN COORDINATES (ANGSTROEM)
K (0.64, 1.51, 4.01)
K (1.26, -1.81, 4.11)
N (7.01, 1.38, 0.41)
S (6.13, 0.75, -0.78)
O (6.11, -0.67, -0.90)
O (6.02, 1.59, -1.92)
F (4.71, 1.05, -0.07)
S (8.48, 0.89, -0.15)
O (8.83, 1.23, -1.49)
O (9.01, -0.33, 0.37)
F (9.30, 2.07, 0.61)
N (0.55, -0.16, 1.99)
S (-0.51, -0.48, 0.87)
O (-0.41, -1.76, 0.28)
O (-1.02, 0.63, 0.18)
F (-1.74, -0.74, 1.97)
S (1.87, 0.11, 0.91)
O (1.79, 1.33, 0.21)
O (2.54, -0.94, 0.27)
F (2.91, 0.44, 2.15)
N (1.61, -0.85, -4.15)
S (2.53, 0.19, -3.34)
O (3.48, -0.38, -2.44)
O (1.90, 1.42, -2.97)
F (3.43, 0.66, -4.58)
S (0.73, -1.53, -2.93)
O (-0.22, -0.66, -2.32)
O (1.35, -2.56, -2.16)
F (-0.20, -2.40, -3.90)
N (-5.01, -0.09, -2.66)
S (-4.03, 0.27, -1.47)
O (-3.23, 1.43, -1.60)
O (-3.49, -0.87, -0.79)
F (-5.20, 0.70, -0.39)
S (-4.03, -1.03, -3.60)
O (-3.90, -2.38, -3.21)
O (-2.99, -0.34, -4.27)
F (-5.13, -1.15, -4.79)
C (-5.57, -0.23, 4.52)
C (-4.50, -0.27, 3.41)
O (-4.42, 1.06, 2.94)
C (-5.25, 1.84, 3.64)
O (-5.47, 3.00, 3.47)
O (-5.94, 1.13, 4.58)
H (-5.18, -0.72, 5.41)
H (-6.42, -0.84, 4.20)
H (-4.80, -0.93, 2.60)
H (-3.53, -0.59, 3.78)